18
Properties=species:S:1:pos:R:3 method="wB97M-V/def2-TZVPD" total_charge=+1 molar_mass_da=138.2 e_above_lowest_kj_mol=574.8 e_homo_ev="-12.44 / -12.44" spin_multiplicity=1
C -0.230 -3.442 -0.421
C 0.038 -2.363 0.053
C 2.119 0.555 0.056
C 2.392 -0.683 0.278
C -1.514 0.098 0.200
C 0.714 1.078 0.151
N -0.204 -0.053 0.313
N -2.083 1.280 -0.036
N 0.344 -1.268 0.723
O -2.348 -0.904 0.336
H -0.443 -4.377 -0.846
H 2.872 1.295 -0.194
H 3.043 -1.513 0.364
H 0.644 1.757 1.011
H 0.462 1.623 -0.765
H -1.576 2.146 -0.061
H -3.090 1.305 -0.088
H -1.920 -1.775 0.460

---

18
Properties=species:S:1:pos:R:3 method="wB97M-V/def2-TZVPD" total_charge=+1 molar_mass_da=138.2 e_above_lowest_kj_mol=375.7 e_homo_ev="-11.53 / -11.90" spin_multiplicity=1
C -1.639 -2.321 -2.011
C -1.910 -2.599 -0.710
C -0.814 -0.791 -0.786
C 0.315 1.796 1.535
C 2.460 1.462 0.507
C -0.126 0.356 -0.349
N -0.890 -1.206 -2.019
N -0.322 0.872 0.802
N 1.637 2.020 1.362
O -1.415 -1.616 0.097
H -1.716 -2.999 -2.920
H -2.246 -3.534 -0.292
H -0.244 2.370 2.324
H 3.474 1.724 0.383
H 2.093 0.401 0.075
H 0.433 0.880 -1.126
H -1.123 0.414 1.213
H 2.033 2.770 1.915

---

18
Properties=species:S:1:pos:R:3 method="wB97M-V/def2-TZVPD" total_charge=+1 molar_mass_da=154.2 e_above_lowest_kj_mol=457.4 e_homo_ev="-13.12 / -11.82" spin_multiplicity=1
C 1.914 0.775 0.113
C 0.775 1.098 0.819
C 2.346 -0.359 -0.652
C -0.567 1.175 0.522
C 1.182 -2.218 0.217
C -2.657 0.696 -0.644
N 0.304 -2.906 0.611
N 1.950 -1.572 -0.515
N -1.218 0.807 -0.598
S -3.066 -0.899 0.025
H 2.861 1.316 0.248
H 1.033 1.806 1.634
H 3.133 -0.217 -1.352
H -1.198 1.462 1.404
H -3.222 1.588 -0.016
H -2.765 0.906 -1.651
H 0.028 -3.766 1.126
H -0.833 0.308 -1.292

---

18
Properties=species:S:1:pos:R:3 method="wB97M-V/def2-TZVPD" total_charge=0 molar_mass_da=136.2 e_above_lowest_kj_mol=181.5 e_homo_ev=-9.63 smiles="N#C[C@]12CNC[C@H]1CN=N2" spin_multiplicity=1
C -1.548 -0.419 -1.543
C -0.846 0.023 -0.308
C -0.638 1.522 -0.178
C 1.409 0.519 0.308
C 0.531 -0.663 -0.111
C 0.258 -1.674 0.963
H -1.165 2.189 -0.862
H -0.994 1.733 0.835
H 1.074 1.761 -1.309
H 2.475 0.495 0.070
H 1.296 0.721 1.369
H 0.855 -1.100 -1.068
H 0.313 -2.690 0.579
H 0.890 -1.570 1.849
N -1.995 -0.741 -2.567
N 0.804 1.715 -0.331
N -1.074 -1.351 1.495
N -1.644 -0.470 0.809

---

18
Properties=species:S:1:pos:R:3 method="wB97M-V/def2-TZVPD" total_charge=0 molar_mass_da=136.2 e_above_lowest_kj_mol=292.7 e_homo_ev=-9.13 smiles="N#CC(C#N)=NCCCN" spin_multiplicity=1
C -1.228 2.606 -0.307
C 1.065 2.679 -1.289
C -0.645 -1.515 0.091
C 0.523 -1.685 1.052
C -1.059 -0.076 -0.320
C -0.066 1.892 -0.760
N -2.237 3.170 -0.224
N 2.061 3.253 -1.458
N 1.783 -1.111 0.787
N 0.058 0.591 -0.811
H -0.497 -2.093 -0.842
H -1.467 -2.073 0.681
H 0.222 -1.414 2.133
H 0.884 -2.748 1.229
H -1.759 -0.051 -1.118
H -1.746 0.364 0.405
H 1.890 -0.120 0.724
H 2.218 -1.667 0.028

---

22
Properties=species:S:1:pos:R:3 method="wB97M-V/def2-TZVPD" total_charge=0 molar_mass_da=264.4 e_above_lowest_kj_mol=8.1 e_homo_ev="-8.45 / -8.45" spin_multiplicity=1
C 0.571 3.590 -0.904
C -2.283 -1.224 0.573
C 1.507 0.903 0.517
C -0.391 -1.408 -0.959
C -0.367 2.612 -0.590
C -0.938 -0.750 0.318
N 1.356 4.389 -1.162
N -3.324 -1.645 0.782
N 0.046 1.428 0.011
N -0.955 0.631 0.339
S 2.225 2.050 1.683
S -1.207 -0.739 -2.446
S -2.049 2.870 -0.889
S 0.013 -1.689 1.759
H 2.114 0.800 -0.378
H 1.305 -0.030 1.028
H 0.666 -1.194 -1.085
H -0.541 -2.484 -0.920
H 2.613 2.979 0.806
H -2.443 -1.138 -2.130
H -2.316 1.670 -0.324
H -0.511 -0.955 2.736

---

16
Properties=species:S:1:pos:R:3 method="wB97M-V/def2-TZVPD" total_charge=+1 molar_mass_da=110.1 e_above_lowest_kj_mol=286.6 e_homo_ev=-13.70 spin_multiplicity=1
C 0.085 -0.204 -1.111
C -0.515 -1.171 -0.307
C 0.794 -1.674 0.272
C 0.864 0.973 0.349
C -1.901 0.526 0.100
C 1.372 -0.362 -0.273
N -0.325 1.058 -0.558
O -1.599 -0.782 0.360
H 0.732 -1.831 1.345
H 1.224 -2.548 -0.207
H 0.564 0.896 1.394
H 1.548 1.808 0.213
H -2.158 1.079 1.001
H -2.571 0.695 -0.743
H 2.358 -0.363 -0.722
H -0.470 1.900 -1.112

---

21
Properties=species:S:1:pos:R:3 method="wB97M-V/def2-TZVPD" total_charge=-1 molar_mass_da=222.3 e_homo_ev="-1.80 / -5.20" spin_multiplicity=3
C -1.466 2.214 -0.044
C -1.487 1.018 0.781
C 2.085 0.968 0.440
C -1.972 1.892 -1.284
C -2.128 -0.008 0.178
C -2.222 -1.471 0.587
N 3.266 -1.676 -0.997
O 2.154 1.011 -0.789
O 1.973 1.897 1.224
O 2.108 -0.378 0.947
O 1.558 -2.568 0.566
S -2.548 0.312 -1.439
S 1.726 -1.342 -0.198
H -0.889 3.091 0.214
H -1.037 1.042 1.690
H -2.077 2.450 -2.147
H -2.174 -1.754 1.679
H -1.230 -1.983 0.164
H -3.038 -2.063 0.305
H 3.881 -1.719 -0.252
H 3.517 -0.933 -1.625

---

Repeat the eighth record exactly.
21
Properties=species:S:1:pos:R:3 method="wB97M-V/def2-TZVPD" total_charge=-1 molar_mass_da=222.3 e_homo_ev="-1.80 / -5.20" spin_multiplicity=3
C -1.466 2.214 -0.044
C -1.487 1.018 0.781
C 2.085 0.968 0.440
C -1.972 1.892 -1.284
C -2.128 -0.008 0.178
C -2.222 -1.471 0.587
N 3.266 -1.676 -0.997
O 2.154 1.011 -0.789
O 1.973 1.897 1.224
O 2.108 -0.378 0.947
O 1.558 -2.568 0.566
S -2.548 0.312 -1.439
S 1.726 -1.342 -0.198
H -0.889 3.091 0.214
H -1.037 1.042 1.690
H -2.077 2.450 -2.147
H -2.174 -1.754 1.679
H -1.230 -1.983 0.164
H -3.038 -2.063 0.305
H 3.881 -1.719 -0.252
H 3.517 -0.933 -1.625